Entry from the Open Molecules 2025 dataset: a 3-piece molecular cluster, C5H17NO2 overall in a non-equilibrium geometry (the ωB97M-V functional and the def2-TZVPD basis).

The geometry in XYZ format:
```
25
C5H17NO2 the ωB97M-V functional and the def2-TZVPD basis
C -1.70432 -0.17663 1.88714
H -0.00348 -1.52929 1.71858
H -1.98614 -2.69700 0.95735
H -0.66394 -2.87268 -0.05953
H 0.65730 -0.71888 -0.54256
O 3.33916 1.35570 -1.51791
H -1.78515 -1.69152 -0.67416
H 0.95095 0.67017 2.07842
H 0.47499 0.65781 -2.18118
H -1.79660 0.84515 1.52183
H 1.97147 0.90928 0.64199
H 3.18259 2.27250 -1.28198
H 0.54727 1.89810 0.87990
H 2.69383 1.13344 -2.21778
H -0.62092 1.64109 -0.78981
N -0.75031 0.63652 -0.82558
C 0.94691 0.89116 1.01899
H -1.40173 -0.19100 2.93359
H 1.32338 -0.29366 -3.17066
C -0.70662 -1.01901 1.06880
C 0.13352 -0.07975 0.16467
C -1.40473 -2.12346 0.23636
O 1.06535 0.60323 -2.96863
H -2.73175 -0.55214 1.86423
H -1.73105 0.43085 -0.74206
```

- Energy relative to the best compared isomer or geometry (same formula, charge and spin): 63.14 kJ/mol
- Total charge: 0
- SMILES string: CC(C)[C@H](C)N.O.O
- Orbital gap: 0.3911 hartree

---

Entry from the Open Molecules 2025 dataset: a 3-piece molecular cluster, C5H17NO2 overall in a non-equilibrium geometry (the ωB97M-V functional and the def2-TZVPD basis).

The geometry in XYZ format:
```
25
C5H17NO2 the ωB97M-V functional and the def2-TZVPD basis
C 0.59052 0.65460 1.13027
H 0.65518 0.68182 -1.64015
C -0.14733 -0.07160 -1.39310
H 0.37748 0.16787 2.07130
H -1.51659 -2.52401 -0.98548
O -2.90444 1.83107 -0.43225
C -0.04925 -0.46567 0.09623
H -2.77648 1.73789 0.53598
C -1.41993 -0.94374 0.67685
H 4.87254 0.80548 -1.74514
H -1.45951 -1.14822 1.77397
N 2.03884 0.84241 1.32608
H -0.18732 -0.97481 -2.02998
H 2.48696 0.30060 0.58174
H -2.90534 2.78482 -0.51918
H 2.16806 1.81844 1.10404
H -2.07808 -0.09044 0.30886
H -1.05723 0.53017 -1.49661
H 0.07857 1.62357 1.12723
H 0.73279 -1.33965 0.13856
H 3.95672 0.57465 -0.61921
H -1.25119 -3.12824 0.77663
H -2.77134 -2.64435 0.16697
C -1.74847 -2.36431 0.14404
O 4.31483 1.34163 -1.09764
```

- Energy relative to the best compared isomer or geometry (same formula, charge and spin): 190.44 kJ/mol
- Total charge: 0
- SMILES string: CC[C@@H](C)CN.O.O
- Orbital gap: 0.3657 hartree

---

Entry from the Open Molecules 2025 dataset: a 3-piece molecular cluster, C5H17NO2 overall in a non-equilibrium geometry (the ωB97M-V functional and the def2-TZVPD basis).

The geometry in XYZ format:
```
25
C5H17NO2 the ωB97M-V functional and the def2-TZVPD basis
H 2.34697 5.77731 3.21503
H -2.99001 -3.68685 -0.52001
H 1.23274 6.50758 3.66201
H -0.48768 -3.92387 -0.31072
C -2.92863 -2.64192 -0.80699
H 1.84680 0.14740 -0.20465
H -3.79105 -2.26937 -0.24323
H -0.61004 0.80937 -0.70969
H -0.76866 -3.59276 -2.04573
O 1.63179 5.64567 3.86693
N -1.62075 -1.94360 -0.96483
C -0.43315 0.07688 0.10923
H -2.35252 -0.66232 0.68139
H 1.20328 -1.19486 0.53875
H 0.34359 -2.75657 -0.94218
H -0.64794 0.59081 1.07580
H -3.44009 -2.48203 -1.79013
H 0.86987 -0.85748 -1.24509
C -0.71199 -3.11101 -1.04070
C 0.94791 -0.48133 -0.24831
C -1.41839 -1.10611 0.28329
O 4.07117 4.08762 -1.30274
H 4.30912 3.99019 -0.37737
H -1.08947 -1.72626 1.12328
H 4.48716 4.80352 -1.80335
```

- Energy relative to the best compared isomer or geometry (same formula, charge and spin): 301.16 kJ/mol
- Total charge: 0
- SMILES string: CCCN(C)C.O.O
- Orbital gap: 0.3482 hartree

---

Entry from the Open Molecules 2025 dataset: a 4-piece molecular cluster, C5H17NO3 overall in a non-equilibrium geometry (the ωB97M-V functional and the def2-TZVPD basis).

The geometry in XYZ format:
```
26
C5H17NO3 the ωB97M-V functional and the def2-TZVPD basis
H -1.07880 -2.19824 -3.35556
O -2.93354 -1.33744 -0.71771
H 0.77709 1.94972 2.70205
H -1.04663 -0.96688 0.94705
O -0.98468 -1.52138 -2.64627
C 0.23576 1.03467 0.03032
C 1.10849 2.22975 -0.17381
H -0.88791 1.37140 2.48069
H 0.73925 -2.05576 -0.18241
H 0.26972 0.46751 3.47411
H 1.64801 0.10227 1.34014
C 0.56790 0.27101 1.32580
H -2.25202 -1.43477 -1.41655
H -0.28821 -1.86755 -2.03703
H -3.61273 -0.75382 -1.06645
H 0.52996 -3.52304 -0.67340
N -0.08440 -1.05045 1.27699
H 0.32338 0.31912 -0.78656
H 2.30484 3.38608 -1.48603
C 1.68935 2.50836 -1.32824
H -0.81594 1.33676 0.06703
H 1.61994 1.90790 -2.22773
C 0.15531 1.06321 2.56624
H -0.09245 -1.48151 2.19151
O 0.86965 -2.65102 -0.97475
H 1.23866 2.89412 0.67056
```

- Energy relative to the best compared isomer or geometry (same formula, charge and spin): 14.47 kJ/mol
- Total charge: 0
- SMILES string: C=CC[C@@H](C)N.O.O.O
- Orbital gap: 0.3851 hartree

---

Entry from the Open Molecules 2025 dataset: a 3-piece molecular cluster, C5H17NO4 overall in a non-equilibrium geometry (the ωB97M-V functional and the def2-TZVPD basis).

The geometry in XYZ format:
```
27
C5H17NO4 the ωB97M-V functional and the def2-TZVPD basis
O 2.22561 1.82826 2.37221
C 0.11506 -0.64082 -0.64575
H 1.11468 -0.95834 -0.94407
H 1.27926 -0.67399 2.46844
H -2.22881 1.55479 2.50679
H -0.75190 -0.38579 1.18763
O -1.32732 1.89300 2.50628
H -1.74310 -1.15278 -1.61620
H 0.67015 1.38727 -0.87279
H 0.07887 -2.75876 1.29669
H 2.09634 0.90656 2.61583
O -1.31768 1.31030 -0.92392
O 0.93704 -2.53564 1.67280
H -1.40247 2.72396 2.01460
C -0.06691 0.73018 -1.32601
C 0.00364 0.67786 -2.83212
C 1.17998 -1.16346 1.50238
H -0.04121 1.68193 -3.23604
C -0.92073 -1.67225 -1.10680
H 2.13144 -0.96173 0.99918
N 0.18488 -0.41835 0.79644
H 1.60562 1.90686 1.63589
H -1.99206 1.04294 -1.56810
H 0.93483 0.21365 -3.19185
H -1.44827 -2.20945 -0.31656
H -0.48801 -2.43125 -1.76351
H -0.82893 0.10505 -3.23143
```

- Energy relative to the best compared isomer or geometry (same formula, charge and spin): 115.75 kJ/mol
- Total charge: 0
- SMILES string: C[C@H](NCO)[C@@H](C)O.O.O
- Orbital gap: 0.3561 hartree

---

Entry from the Open Molecules 2025 dataset: a 5-piece molecular cluster, C5H17NO6 overall in a non-equilibrium geometry (the ωB97M-V functional and the def2-TZVPD basis).

The geometry in XYZ format:
```
29
C5H17NO6 the ωB97M-V functional and the def2-TZVPD basis
H -2.12909 0.41582 3.50714
H 1.22679 -0.78297 2.48278
H -2.41777 0.72217 0.43064
H 1.80095 -0.81869 -1.40735
O 2.14346 -1.11070 2.28869
H -1.14508 3.14183 -1.18832
O 1.15169 1.79439 -2.15575
H 0.64058 -2.95928 3.18767
C -0.38710 1.64531 0.00903
H -1.89161 2.02419 1.49364
H -0.62057 -2.78982 -0.42672
C -1.48033 1.04122 0.97245
H 0.25725 2.43884 0.36992
H -0.23623 -3.07374 1.83791
H -0.24068 -1.51718 0.09328
O -0.01488 -2.41116 0.33229
H -2.00269 1.57944 -1.53230
O 1.72115 -0.75077 -2.35590
O -0.58594 1.43759 -3.52933
H 1.93783 -1.17719 1.32137
H -0.80075 -0.89574 3.60872
C -1.00012 2.03179 -1.32623
C -0.11699 1.74286 -2.50924
H 1.73145 1.41477 -2.89898
H 2.17577 -1.42694 -2.72300
O -0.11067 -3.36059 2.73134
C -1.42593 -0.11724 3.02188
H 0.30137 0.82600 -0.27783
N -0.93760 0.00353 1.80333
```

- Energy relative to the best compared isomer or geometry (same formula, charge and spin): 341.92 kJ/mol
- Total charge: 0
- SMILES string: C=NCCCC(=O)O.O.O.O.O
- Orbital gap: 0.3838 hartree